1.
25
Properties=species:S:1:pos:R:3:nbo_charge:R:1 method="wB97M-V/def2-TZVPD" relative_energy_kj_mol=138.17 homo_ha=-0.503 charge=+1 spin_multiplicity=1 homo_lumo_gap_ha=0.3509
C -0.0996 -3.4183 0.2291 -0.7924
C -0.3652 -0.8357 0.0763 0.2258
C -1.7761 -1.1180 0.2857 -0.7322
C 2.3113 1.0014 0.3991 -0.6492
C -0.7075 2.5120 0.3613 -0.6046
C 1.4631 0.6291 -0.8129 -0.2218
C -0.8834 1.5384 -0.7378 -0.2406
N -0.0311 0.3973 -0.5146 -0.3054
S 0.9089 -1.9772 0.3077 0.4500
H -0.6417 -3.6380 1.1606 0.2469
H 0.4554 -4.3520 -0.0334 0.2831
H -2.5048 -0.5464 -0.2584 0.2655
H -2.0357 -0.8622 1.3344 0.2851
H -2.0194 -2.1606 0.2292 0.2641
H 2.1342 0.3174 1.2526 0.2211
H 3.3561 0.8021 0.1656 0.2474
H 2.2157 1.9906 0.8805 0.2395
H 0.3744 2.9455 0.2225 0.2113
H -1.3004 3.4000 0.2024 0.2449
H -0.8354 2.1034 1.2995 0.2125
H 1.8063 -0.3154 -1.2441 0.2305
H 1.4001 1.3582 -1.5876 0.2233
H -0.4796 2.1398 -1.5733 0.2318
H -1.9156 1.2708 -1.0287 0.2256
H -0.8300 -3.1823 -0.6156 0.2378

2.
25
Properties=species:S:1:pos:R:3:nbo_charge:R:1 method="wB97M-V/def2-TZVPD" relative_energy_kj_mol=70.70 homo_ha=-0.369 spin_multiplicity=1 homo_lumo_gap_ha=0.4032
C -1.9669 -1.3650 0.4772 -0.6199
C -1.4713 -0.0137 0.9898 -0.4520
C -0.7836 0.8909 -0.0694 0.5218
C -1.0633 2.3629 0.2503 -0.6140
O -1.3084 0.6648 -1.3515 -0.7257
O 0.6264 0.8019 -0.0554 -0.5542
C 1.3164 -0.4412 -0.0521 0.0999
C 1.4427 -1.0511 -1.4540 -0.6370
C 2.6997 -0.1308 0.5189 -0.6109
H -2.7160 -1.2278 -0.3021 0.2160
H -2.4276 -1.9112 1.2965 0.2170
H -1.1611 -1.9798 0.0830 0.1940
H -0.7779 -0.1466 1.8229 0.2102
H -2.3374 0.5343 1.3673 0.2137
H -2.1049 2.5855 0.0391 0.2135
H -0.8345 2.5691 1.2908 0.2105
H -0.4295 2.9760 -0.3855 0.2248
H -1.0672 -0.2086 -1.6508 0.4676
H 0.8181 -1.1585 0.6174 0.1633
H 2.2304 -1.8009 -1.4623 0.2148
H 1.6954 -0.2693 -2.1656 0.2232
H 0.5201 -1.5315 -1.7760 0.1904
H 3.3061 -1.0343 0.5576 0.2045
H 3.1912 0.6065 -0.1108 0.2128
H 2.6031 0.2785 1.5249 0.2155

3.
26
Properties=species:S:1:pos:R:3:nbo_charge:R:1 method="wB97M-V/def2-TZVPD" relative_energy_kj_mol=197.72 homo_ha="0.020 / -0.208" s_squared=0.750 charge=-1 spin_multiplicity=2 homo_lumo_gap_ha="0.1071 / 0.3311"
C 0.0042 -2.0592 0.2249 -0.1869
C 0.8137 -2.2694 1.2528 -0.3983
C -1.6945 -0.6131 1.1051 -0.1447
C -0.9998 -0.9565 0.0343 -0.1240
C -0.7728 -0.1010 -1.1485 -0.2490
C -1.1722 -0.1417 -2.4174 -0.4931
C -2.4221 0.6980 1.2907 -0.6623
H 0.0590 -2.6204 -0.7233 0.1897
H 0.7907 -1.6964 2.2237 0.1979
H 1.5776 -2.9643 1.5105 0.1950
H -1.8262 -1.3499 1.9882 0.1899
H 0.0172 0.6284 -0.6948 0.2315
H -0.8808 0.6407 -3.0859 0.1987
H -1.7877 -0.9749 -2.7494 0.1808
H -2.0813 1.0822 2.2996 0.2102
H -2.2202 1.4076 0.5541 0.2189
H -3.4578 0.4048 1.3573 0.2030
H 2.8002 1.0338 2.1528 0.4658
H 1.5722 0.8305 1.2330 0.4862
O 1.8427 1.0286 2.1129 -0.9735
H 2.6126 -0.3331 -1.2583 0.4724
H 2.5171 1.0202 -0.6450 0.4879
O 2.6242 0.1207 -0.3975 -1.0008
H 0.2391 2.6015 -1.5336 0.3964
H 0.8687 2.4394 -2.8043 0.3175
O 0.9764 2.1436 -1.8818 -1.4091

4.
25
Properties=species:S:1:pos:R:3:nbo_charge:R:1 method="wB97M-V/def2-TZVPD" relative_energy_kj_mol=631.11 homo_ha=-0.303 spin_multiplicity=1 homo_lumo_gap_ha=0.3269
C 0.1542 0.6914 2.0723 -0.9248
S -0.1195 0.7641 0.3648 1.4208
O -0.6912 2.1883 -0.6508 -0.9142
C -1.4952 -0.4174 0.0340 -0.3608
C -1.4633 -0.5806 -1.4994 -0.6386
C -2.8031 0.1467 0.6607 -0.6251
C 1.3309 0.0715 -0.6004 -0.3645
C 1.8770 -1.1150 0.1435 -0.6562
C 2.4283 1.1244 -0.5791 -0.6276
H 0.8838 1.4312 2.3048 0.2157
H -0.7747 0.7533 2.4392 0.2011
H -1.3770 -1.4461 0.5720 0.2436
H -0.8253 -1.5257 -1.8717 0.2147
H -2.5327 -0.7156 -1.8802 0.2241
H -1.1391 0.3183 -1.8471 0.2425
H -2.8664 -0.3138 1.7228 0.2101
H -3.6087 -0.1692 0.0854 0.2226
H -2.5222 1.2438 0.7682 0.2545
H 0.8506 0.0443 -1.6515 0.2739
H 2.2250 -1.8660 -0.5620 0.2279
H 2.7883 -0.8433 0.7629 0.2331
H 1.0767 -1.4780 0.9351 0.2518
H 3.3672 0.6709 -0.8341 0.2180
H 2.4777 1.6856 0.4588 0.2178
H 2.4570 1.9863 -1.2160 0.2398

5.
24
Properties=species:S:1:pos:R:3:nbo_charge:R:1 method="wB97M-V/def2-TZVPD" relative_energy_kj_mol=451.27 homo_ha=-0.321 spin_multiplicity=1 homo_lumo_gap_ha=0.3563
C -3.1157 -0.8743 0.8931 -0.5826
C -1.8674 -0.3244 0.3721 -0.3716
C -0.7733 -1.2844 0.2093 -0.6262
C -2.0830 0.6998 -0.7200 -0.8401
Si -1.5781 1.4246 0.8383 0.9861
H -2.9626 -1.1687 1.9235 0.2091
H -3.7956 -0.1574 0.9360 0.1980
H -3.4621 -1.7165 0.2360 0.1976
H -1.0596 -2.1542 -0.3517 0.2037
H -0.0741 -0.7532 -0.4145 0.2117
H 0.0523 -1.5480 0.8823 0.2283
H -3.1154 0.7702 -1.1822 0.2462
H -1.2365 0.5866 -1.4258 0.2396
H -0.3039 2.1996 0.9448 -0.1450
H -2.5891 2.1623 1.6487 -0.1558
C 2.3783 1.0280 -1.3459 -0.4167
C 2.9433 -0.0933 -0.9464 -0.1707
C 3.8516 -0.2042 0.2321 -0.6510
H 2.8123 1.9054 -0.8717 0.1716
H 1.5203 1.2368 -1.9956 0.2087
H 2.5852 -0.9541 -1.4972 0.1917
H 4.5595 -1.0915 0.0846 0.2260
H 3.1476 -0.4674 1.0919 0.2208
H 4.1659 0.7783 0.4583 0.2206

6.
35
Properties=species:S:1:pos:R:3:nbo_charge:R:1 method="wB97M-V/def2-TZVPD" relative_energy_kj_mol=0.00 homo_ha=-0.265 spin_multiplicity=1 homo_lumo_gap_ha=0.2511
Tl -0.8194 -0.4110 -1.5209 0.6008
S -1.0113 -3.1163 -1.0929 -0.6249
S 0.9881 -3.4216 -1.3856 -0.0032
S 1.9382 -2.9238 0.3525 0.0025
S 1.9115 -0.8146 0.1885 -0.1399
I -0.7064 2.9653 0.5413 0.1746
C -2.2145 3.3866 -0.8917 -0.7296
I -3.8756 2.0605 -0.8316 0.1490
H -1.7648 3.2956 -1.8722 0.2290
H -2.5878 4.3868 -0.7183 0.2300
C 3.6532 0.1105 4.2571 -0.6342
C 2.1773 -0.2461 4.1452 0.2391
C 1.7161 -0.9956 5.3778 -0.6260
O 2.0470 -1.1202 2.9903 -0.7154
B 1.7486 -0.3145 1.9292 0.9050
O 1.3666 0.9552 2.2878 -0.7370
C 1.2883 0.9719 3.7460 0.2577
C 1.7848 2.3175 4.2346 -0.6321
C -0.1749 0.7811 4.1199 -0.6468
H 4.2297 -0.8094 4.3481 0.2288
H 3.8437 0.7299 5.1338 0.2157
H 3.9972 0.6421 3.3686 0.2181
H 2.3933 -1.8282 5.5660 0.2276
H 0.7126 -1.3958 5.2522 0.2234
H 1.7309 -0.3378 6.2491 0.2135
H 2.7755 2.5428 3.8461 0.2260
H 1.8180 2.3342 5.3255 0.2168
H 1.0996 3.0987 3.9036 0.2219
H -0.5441 -0.1934 3.7976 0.2166
H -0.7702 1.5598 3.6403 0.2243
H -0.3136 0.8588 5.1985 0.2230
N -1.6501 -0.5378 1.0167 -1.1142
H -1.5632 -1.5365 1.1789 0.3983
H -2.5841 -0.2299 1.2599 0.3811
H -0.9893 -0.0371 1.5978 0.3804

7.
31
Properties=species:S:1:pos:R:3:nbo_charge:R:1 method="wB97M-V/def2-TZVPD" homo_ha=-0.358 spin_multiplicity=1 homo_lumo_gap_ha=0.3833
C -3.2161 -1.0795 0.6024 -0.6163
C -3.1813 -1.6222 -0.8258 -0.3907
C -2.0907 -0.9878 -1.6895 -0.4160
C -0.6663 -1.4611 -1.3604 -0.2294
N 0.1727 -0.3839 -0.7498 -0.9679
P 0.5100 -0.6521 0.8780 1.1871
O 1.3024 0.6454 1.3810 -0.8151
C 2.3075 1.3918 0.6624 -0.0671
C 2.2346 2.8365 1.1019 -0.4192
C 1.0103 3.5594 0.5538 -0.6090
S 2.2921 -2.0276 0.5808 2.0109
O 2.3257 -2.5541 -0.7526 -0.9311
O 3.4884 -1.5575 1.2106 -0.9179
F 1.7865 -3.2399 1.4889 -0.5047
H -4.1294 -1.3898 1.1127 0.2139
H -3.1891 0.0123 0.6087 0.2013
H -2.3791 -1.4555 1.1938 0.2066
H -4.1513 -1.4741 -1.3032 0.2050
H -2.9988 -2.7011 -0.7868 0.1949
H -2.1235 0.0991 -1.5921 0.2128
H -2.2948 -1.2414 -2.7326 0.2096
H -0.6994 -2.3466 -0.7153 0.1922
H -0.1546 -1.7774 -2.2665 0.2177
H 1.0147 -0.2783 -1.3023 0.3982
H 3.2764 0.9461 0.8740 0.2137
H 2.1288 1.3289 -0.4141 0.1656
H 2.1904 2.8378 2.1940 0.2151
H 3.1546 3.3404 0.8004 0.2119
H 0.9605 4.5852 0.9195 0.2149
H 1.0238 3.5932 -0.5378 0.2013
H 0.0949 3.0539 0.8659 0.2115

8.
25
Properties=species:S:1:pos:R:3:nbo_charge:R:1 method="wB97M-V/def2-TZVPD" relative_energy_kj_mol=506.34 homo_ha=-0.331 spin_multiplicity=1 homo_lumo_gap_ha=0.3192
C 2.1581 0.4891 -0.4955 -0.2712
N 0.9952 -0.4300 -0.2893 -0.4040
C -0.2844 0.1517 -0.6818 -0.1201
C -1.3236 -0.9468 -0.3004 -0.2087
C -2.6367 -0.8329 -1.0839 -0.6030
C -1.6729 -1.0933 1.1949 -0.6390
C -0.4659 1.5364 0.0317 -0.6373
C 3.2804 0.1900 0.4954 -0.6424
H 2.5898 0.3037 -1.5090 0.1828
H 1.9182 1.5665 -0.4444 0.1803
H 1.3409 0.2122 1.3916 0.1576
H -0.4268 0.4737 -1.7250 0.2250
H -0.8581 -1.8508 -0.6939 0.2083
H -2.3737 -0.6808 -2.1517 0.2012
H -3.1709 0.0260 -0.6361 0.1976
H -3.2537 -1.7294 -0.8950 0.2117
H -1.7288 -0.1613 1.8106 0.2135
H -0.7566 -1.5395 1.6397 0.2226
H -2.4384 -1.8154 1.4557 0.2175
H -1.4751 1.7556 0.4117 0.2193
H -0.3304 2.4110 -0.6382 0.2115
H 0.1764 1.7030 0.9215 0.2145
H 4.2526 0.2946 -0.0099 0.2185
H 3.1337 -0.8852 0.8657 0.2300
H 3.3508 0.8518 1.3356 0.2140

9.
25
Properties=species:S:1:pos:R:3:nbo_charge:R:1 method="wB97M-V/def2-TZVPD" relative_energy_kj_mol=323.92 homo_ha=-0.335 spin_multiplicity=1 homo_lumo_gap_ha=0.3687
C -0.3561 -1.0289 -2.0847 -0.6066
C -0.8123 -0.2554 -0.8384 -0.5148
C -0.4883 0.7808 0.6706 0.1215
C 0.0301 -0.0921 1.7846 -0.6569
C -1.8629 1.3276 0.9993 -0.6384
C 0.4695 1.8881 0.2830 -0.6563
H 0.4129 -0.4701 -2.6172 0.2104
H 0.0576 -1.9941 -1.7977 0.1968
H -1.2107 -1.2115 -2.7423 0.2233
H -1.5900 -0.8911 -0.3961 0.1931
H -1.4265 0.5315 -1.2882 0.1993
H 0.2541 0.5156 2.6642 0.2102
H -0.6821 -0.8703 2.0554 0.2065
H 0.9654 -0.5763 1.4965 0.2375
H -1.8106 1.9574 1.8923 0.2198
H -2.5695 0.5211 1.1933 0.2127
H -2.2554 1.9361 0.1852 0.2114
H 1.4700 1.5147 0.0862 0.2400
H 0.1089 2.4312 -0.5901 0.2074
H 0.5448 2.6049 1.1059 0.2060
C 2.4308 -2.0290 -0.3752 -0.0555
N 2.1223 -0.8198 -0.3231 -0.6548
H 3.4692 -2.3338 -0.2101 0.1578
H 1.7443 -2.8640 -0.5818 0.1323
H 0.9847 -0.5727 -0.5714 0.3973

10.
26
Properties=species:S:1:pos:R:3:nbo_charge:R:1 method="wB97M-V/def2-TZVPD" relative_energy_kj_mol=487.04 homo_ha=-0.459 charge=+1 spin_multiplicity=1 homo_lumo_gap_ha=0.3615
C 2.9971 0.3492 0.9020 -0.3594
C 2.2302 1.4301 0.7167 -0.2496
C 0.0946 2.6817 1.1006 -0.3158
C -2.3020 -0.3113 -0.1506 -0.3844
C -0.2368 -1.8425 0.3544 -0.4005
C -1.0592 -1.5196 -1.9262 -0.4004
C 0.8526 1.6304 1.3376 -0.3235
N -0.2555 0.2731 -0.8579 -0.6890
N -0.9965 -0.8765 -0.5577 -0.0576
H 3.8125 0.2414 0.3215 0.1978
H 2.9139 -0.5089 1.6533 0.2006
H 2.6709 2.1526 -0.0463 0.2350
H -0.8912 2.6438 1.4622 0.2053
H 0.2819 0.5316 -0.0371 0.4159
H 0.6231 3.5742 0.6658 0.2225
H -3.0444 -1.1448 -0.0383 0.2208
H -2.1435 0.2607 0.6471 0.2206
H -2.8384 0.2416 -0.8888 0.2527
H -1.0159 -2.4916 0.7310 0.2358
H 0.5668 -2.3237 -0.0934 0.2387
H 0.3228 -1.1911 1.2072 0.2378
H -1.1706 -0.7283 -2.5321 0.2143
H -0.1871 -1.9280 -2.2833 0.2316
H -1.8745 -2.3571 -2.0560 0.2468
H 0.4287 0.9462 2.0901 0.2171
H 0.2205 0.2666 -1.7218 0.3868

11.
26
Properties=species:S:1:pos:R:3:nbo_charge:R:1 method="wB97M-V/def2-TZVPD" relative_energy_kj_mol=217.50 homo_ha=-0.495 charge=+1 spin_multiplicity=1 homo_lumo_gap_ha=0.3486
C 0.2442 -0.0657 2.3985 0.0814
C 0.8029 1.9270 -1.5732 -0.6256
C 0.9692 -0.6642 -1.6497 -0.5965
C 2.1875 0.6855 0.1199 -0.6215
C -1.6554 0.2172 -0.3979 -0.7154
C 0.8969 0.6043 -0.7993 -0.0712
C -0.3475 0.3617 0.1112 0.4436
N -0.1407 0.0770 1.2741 -0.2397
N -2.6816 -2.2223 1.6061 -1.0912
H 0.2339 0.7197 3.0210 0.2101
H 0.7291 -0.9294 2.8643 0.2331
H -0.2354 2.2257 -1.8810 0.2267
H 1.3098 1.7676 -2.5501 0.2453
H 1.2447 2.7742 -0.9225 0.2342
H -0.0205 -0.7657 -2.1226 0.2151
H 1.9046 -0.5269 -2.3447 0.2542
H 1.0997 -1.4365 -0.9367 0.2113
H 3.1129 0.5274 -0.4853 0.2499
H 2.2835 1.7349 0.4933 0.2261
H 2.1700 -0.0659 0.9849 0.2013
H -1.7205 -0.5562 -1.1723 0.2709
H -2.3762 0.0062 0.4570 0.2787
H -2.0100 1.1766 -0.8390 0.2811
H -3.5189 -2.4581 1.0610 0.3777
H -2.5661 -2.9614 2.2961 0.3801
H -1.9161 -2.1526 0.9869 0.3402

12.
30
Properties=species:S:1:pos:R:3:nbo_charge:R:1 method="wB97M-V/def2-TZVPD" relative_energy_kj_mol=0.00 homo_ha=-0.468 charge=+1 spin_multiplicity=1 homo_lumo_gap_ha=0.3527
C -0.2365 -2.1171 1.4229 -0.6543
C 0.9289 -1.0852 1.5315 0.4764
O 1.4334 -1.0780 2.8381 -0.7672
O 1.8530 -1.4431 0.5727 -0.7243
C 0.3252 0.3720 1.3730 0.6326
O 1.1095 1.4127 1.7913 -0.7046
O -0.8429 0.4008 2.1989 -0.7192
N -0.1795 0.4286 0.0200 -0.4863
C 0.8780 0.8655 -0.9188 -0.2427
C 0.5813 0.2991 -2.3212 -0.2262
N -0.7331 0.9652 -2.7060 -0.4764
C -1.7714 0.6596 -1.7843 -0.2584
C -1.4782 1.0015 -0.3463 -0.2684
H -0.5442 -2.3404 2.4948 0.2432
H -1.0900 -1.6437 0.9150 0.2245
H -0.0144 -3.0275 0.8940 0.2054
H 2.3850 -1.4212 2.9386 0.5103
H 1.9030 -2.3464 0.4597 0.4866
H 1.5570 1.2323 2.5642 0.4982
H -0.5049 0.5058 3.0544 0.4867
H 1.8835 0.4576 -0.6658 0.2796
H 0.9393 1.9916 -1.0509 0.1752
H 1.2155 0.6117 -3.1520 0.2246
H 0.5776 -0.7018 -2.1300 0.2405
H -0.5290 1.9283 -2.6626 0.4268
H -1.0225 0.6824 -3.6240 0.4401
H -2.2499 -0.4375 -1.8840 0.2500
H -2.5719 1.2158 -2.1680 0.2293
H -1.5900 2.0631 -0.1308 0.2068
H -2.2117 0.5482 0.4757 0.2914

no.,largest force on an atom (eV/A),calculated total energy (eV)
1,5.5,-19836.3351
2,0.8,-11613.5182
3,3.1,-13657.1742
4,6.1,-20394.8399
5,4.6,-15392.3674
6,0.2,-78037.1654
7,0.7,-38009.3027
8,4.5,-9019.9771
9,4.4,-9021.8678
10,5.5,-10503.5018
11,4.1,-10506.2954
12,4.9,-18696.7494